16 unconnected molecules or ions with the total composition C80H184N24O16. Source: the OMol25 dataset; level of theory: the ωB97M-V functional and the def2-TZVPD basis.

Geometry as XYZ:
```
304
Properties=species:S:1:pos:R:3:forces:R:3
C -1.111 0.516 7.644 5.71 5.06 0.99
O -0.832 1.538 8.305 -0.51 -0.17 -0.84
N -0.275 -0.030 6.765 1.13 -1.70 -1.89
N -2.171 -0.118 7.815 -6.67 -3.38 1.32
H -0.582 -0.925 6.413 0.25 0.22 -0.47
H 0.420 0.453 6.214 0.01 0.23 0.85
H -2.375 -0.995 7.357 -0.26 0.18 0.07
H -2.854 0.335 8.405 0.12 -0.51 0.03
C -2.473 3.070 4.577 -0.65 -1.40 -0.29
O -2.796 2.019 4.080 -0.40 -2.70 -1.38
N -3.275 3.740 5.328 -1.45 2.28 1.48
N -1.301 3.615 4.464 4.92 0.88 -1.60
H -2.745 4.562 5.581 -1.85 0.44 1.38
H -4.183 3.358 5.547 0.27 0.80 0.26
H -0.973 4.547 4.674 -0.67 -0.15 0.35
H -0.580 3.088 3.992 -0.25 -0.11 -0.06
C 5.955 -0.734 3.736 -2.31 0.70 -1.09
O 5.318 -1.516 4.418 -1.18 -2.03 0.00
N 5.601 -0.063 2.670 -3.30 -0.79 -2.98
N 7.042 -0.240 4.123 7.39 1.27 4.13
H 4.744 -0.434 2.283 -0.25 0.65 -0.65
H 6.237 0.476 2.100 -0.46 -0.14 0.15
H 7.458 -0.681 4.930 0.22 0.36 -0.04
H 7.487 0.581 3.739 -0.23 -0.40 0.10
C 6.289 2.377 0.292 -0.95 -1.04 4.64
O 5.403 2.431 1.179 1.54 1.14 -0.90
N 7.628 2.509 0.536 1.32 0.68 0.66
N 6.039 1.833 -0.851 0.05 -0.36 -2.98
H 8.340 2.288 -0.144 -0.38 0.13 0.00
H 8.008 2.815 1.421 -0.64 0.19 -0.19
H 6.877 1.708 -1.400 -1.03 -0.51 -0.83
H 5.108 1.475 -1.009 0.20 -0.08 -0.69
C 2.887 1.414 -3.502 -6.01 0.44 -0.67
O 3.557 0.883 -2.736 5.47 -3.32 4.63
N 3.219 2.190 -4.473 2.76 2.99 -4.74
N 1.542 1.296 -3.420 -0.64 0.23 0.23
H 2.518 2.493 -5.134 0.10 -0.05 0.22
H 4.061 1.909 -4.955 0.26 0.41 0.21
H 1.278 0.613 -2.724 -0.91 0.27 -0.44
H 1.037 1.699 -4.196 -0.85 -0.81 0.77
C 3.256 0.202 6.465 -1.04 -1.01 1.29
O 2.568 0.900 7.155 -1.58 2.48 1.08
N 4.527 0.325 6.325 4.65 2.46 -0.12
N 2.820 -0.918 5.966 -2.30 -2.71 -1.67
H 5.064 -0.288 5.729 -0.04 0.25 0.30
H 4.847 1.213 6.685 0.57 -0.29 -0.29
H 1.908 -1.155 6.330 0.27 -0.74 -0.47
H 3.442 -1.522 5.449 -0.59 -0.23 0.30
C 2.563 -4.497 4.145 -0.15 2.62 1.57
O 1.953 -3.945 5.071 0.40 -0.27 -0.49
N 2.070 -5.403 3.375 -2.91 -3.69 -1.58
N 3.748 -4.097 3.687 2.25 1.53 0.25
H 1.110 -5.652 3.567 0.27 -0.31 -0.14
H 2.536 -5.790 2.567 -0.21 0.19 0.14
H 4.365 -4.706 3.170 -0.13 0.30 0.02
H 4.080 -3.224 4.071 0.71 -0.30 0.01
C -3.248 -1.269 4.970 -0.22 -1.09 -0.23
O -3.170 -2.390 5.414 -0.05 -2.23 1.09
N -2.303 -0.768 4.203 1.15 -0.15 -0.58
N -4.314 -0.509 5.089 -2.08 2.04 0.48
H -2.311 0.228 4.035 0.80 -0.02 -0.70
H -1.703 -1.541 3.954 0.89 1.02 -0.39
H -4.099 0.459 4.898 -0.85 0.30 0.05
H -5.111 -0.810 5.631 0.46 0.23 0.08
C 4.102 6.671 1.295 -0.01 -0.21 0.49
C 3.767 6.738 -0.272 0.08 0.96 2.17
C 3.020 8.060 -0.488 -1.00 0.36 0.18
C 2.913 8.548 -1.903 1.48 0.68 -1.31
C 4.368 8.566 -2.507 -1.25 -0.57 -0.75
C 5.160 7.256 -2.311 -0.04 -0.63 -1.34
N 5.091 6.956 -0.877 0.10 -0.22 -0.15
O 5.936 5.875 -0.506 -0.02 0.25 -0.65
C 4.708 6.122 -3.326 -1.38 0.18 0.53
C 6.577 7.590 -2.724 1.47 -0.31 0.94
C 2.922 5.489 -0.726 0.65 1.22 0.13
H 4.568 7.552 1.735 -0.19 0.74 -0.83
H 4.841 5.958 1.661 -0.08 -0.70 -0.90
H 3.269 6.488 1.974 -0.64 -0.04 -0.52
H 2.002 8.023 -0.102 -0.05 -0.32 0.42
H 3.501 8.893 0.025 0.33 -0.37 0.45
H 2.597 9.590 -1.923 -0.11 0.14 0.35
H 2.143 8.088 -2.523 0.33 -0.71 -0.10
H 4.916 9.441 -2.156 0.12 -0.27 0.72
H 4.381 8.755 -3.580 -0.43 -0.14 -0.25
H 3.654 5.870 -3.213 -0.25 0.33 0.04
H 4.794 6.443 -4.364 0.33 0.25 0.07
H 5.145 5.126 -3.261 0.79 0.27 0.40
H 6.696 8.047 -3.706 -0.51 0.46 0.18
H 7.002 8.171 -1.905 0.12 0.62 -0.31
H 7.274 6.754 -2.783 -0.39 -0.57 0.15
H 3.644 4.701 -0.943 -0.58 -0.52 -0.08
H 2.306 5.730 -1.592 0.35 -0.08 -0.27
H 2.188 5.199 0.027 0.45 -0.16 0.32
H 5.359 5.125 -0.666 0.30 -0.82 0.03
C 6.834 -7.693 -0.656 -0.43 0.44 0.67
C 6.319 -6.773 0.514 0.45 -1.26 0.18
C 7.450 -5.765 0.763 0.37 1.19 -0.83
C 7.540 -4.599 -0.255 0.09 -0.12 -0.69
C 6.170 -3.894 -0.363 2.46 -2.36 0.44
C 5.089 -4.936 -0.726 -1.87 0.93 0.39
N 5.011 -6.143 0.238 2.73 3.68 0.63
O 4.062 -7.056 -0.122 -0.39 -1.38 -1.05
C 3.913 -3.991 -0.366 -1.60 -1.50 -0.12
C 5.018 -5.294 -2.245 1.06 0.11 0.81
C 6.222 -7.662 1.784 -0.23 -0.11 -0.61
H 7.790 -8.145 -0.391 0.08 0.14 0.12
H 6.984 -7.067 -1.536 -0.13 -0.37 -0.21
H 6.154 -8.530 -0.812 -0.19 0.26 -0.37
H 7.493 -5.262 1.729 -0.70 -0.32 0.41
H 8.353 -6.375 0.738 0.14 0.14 -0.05
H 7.873 -4.891 -1.251 -0.28 -0.67 -0.23
H 8.353 -3.909 -0.032 -0.11 0.20 0.71
H 6.220 -3.101 -1.110 -0.35 0.06 0.19
H 5.997 -3.542 0.653 -0.37 0.45 -0.21
H 3.861 -3.187 -1.101 0.16 0.33 0.45
H 2.929 -4.458 -0.412 -0.29 -0.42 -0.44
H 3.936 -3.714 0.688 0.38 0.58 -0.19
H 4.644 -6.306 -2.399 -0.19 0.16 -0.03
H 4.468 -4.552 -2.824 -0.31 -0.14 0.18
H 6.036 -5.250 -2.634 0.12 -0.23 -0.19
H 5.712 -7.172 2.613 -0.14 0.08 -0.13
H 7.203 -7.967 2.148 0.18 0.17 -0.17
H 5.714 -8.586 1.508 -0.29 0.02 0.27
H 3.243 -6.558 -0.175 -0.51 -0.01 0.27
C -1.089 -5.949 1.714 0.32 -1.01 -0.35
C -0.887 -7.407 1.098 -2.03 -0.34 -0.20
C -2.252 -7.924 0.476 0.78 -0.15 0.69
C -2.613 -7.337 -0.894 -0.28 -0.33 0.77
C -1.480 -7.576 -1.866 0.64 0.83 -0.57
C -0.109 -7.067 -1.381 -0.43 1.85 0.08
N 0.071 -7.533 -0.003 -0.28 -1.04 -0.18
O 1.369 -7.274 0.454 0.54 0.22 0.23
C 0.986 -7.717 -2.318 0.30 0.20 1.72
C -0.097 -5.416 -1.366 -0.57 -1.35 -0.66
C -0.460 -8.381 2.268 0.32 0.72 -0.46
H -1.625 -5.932 2.663 0.09 -0.59 0.18
H -1.695 -5.276 1.108 0.34 -0.06 -0.33
H -0.088 -5.560 1.902 -0.13 0.40 -0.23
H -2.241 -9.007 0.353 0.52 -0.21 0.09
H -2.989 -7.772 1.264 -0.37 0.37 -0.26
H -2.928 -6.309 -0.716 0.17 0.23 -0.60
H -3.458 -7.909 -1.277 -0.34 0.28 0.10
H -1.588 -7.131 -2.856 -0.56 0.66 0.01
H -1.466 -8.615 -2.198 0.37 -0.43 0.78
H 0.967 -7.684 -3.408 -0.89 0.51 0.09
H 1.970 -7.340 -2.040 0.07 0.04 0.03
H 0.973 -8.766 -2.023 0.09 -0.17 -0.14
H 0.876 -4.951 -1.209 0.18 -0.33 -0.38
H -0.576 -5.082 -2.286 0.66 0.11 -0.35
H -0.742 -4.916 -0.645 -0.07 -0.85 0.38
H 0.351 -7.898 2.814 0.07 -0.06 0.15
H -0.089 -9.356 1.952 0.01 0.06 -0.53
H -1.230 -8.620 3.001 -0.38 0.47 -0.22
H 1.619 -8.181 0.645 0.82 0.06 0.18
C -3.734 4.004 -2.627 -0.38 2.06 -1.36
C -4.230 2.627 -2.773 1.42 -3.58 1.97
C -5.444 2.266 -1.877 0.12 -1.38 -1.04
C -6.714 2.643 -2.499 -0.74 0.88 -1.14
C -6.858 1.979 -3.887 0.44 -0.03 1.23
C -5.686 2.304 -4.863 -0.26 -0.61 -0.50
N -4.368 2.113 -4.188 -3.92 -1.86 2.73
O -3.315 2.374 -4.998 0.66 1.26 -0.18
C -5.863 1.166 -5.939 0.39 1.26 -0.80
C -5.909 3.760 -5.512 0.17 -2.20 0.86
C -3.107 1.695 -2.095 -0.79 0.36 -1.52
H -4.305 4.699 -3.243 -0.32 0.17 -0.26
H -2.738 4.051 -3.067 0.39 0.25 0.62
H -3.838 4.469 -1.647 0.55 -0.55 0.24
H -5.542 1.183 -1.808 0.58 -0.46 -0.36
H -5.462 2.463 -0.805 0.92 1.07 -0.07
H -6.663 3.715 -2.690 -0.75 0.40 0.40
H -7.462 2.343 -1.765 -0.73 0.40 -0.51
H -7.835 2.179 -4.326 0.16 0.44 -0.28
H -6.889 0.903 -3.720 0.29 -0.20 0.01
H -5.919 0.136 -5.587 -0.17 0.30 0.58
H -6.762 1.432 -6.496 -0.34 -0.33 0.08
H -5.104 1.133 -6.721 0.42 0.38 0.16
H -6.911 3.668 -5.931 0.14 0.53 -0.26
H -5.887 4.511 -4.723 -0.04 0.09 -0.20
H -5.152 3.942 -6.276 -0.18 0.17 -0.05
H -3.572 0.762 -1.778 0.03 0.26 0.69
H -2.617 2.298 -1.330 0.19 -0.59 0.07
H -2.455 1.316 -2.883 0.63 0.60 0.07
H -3.387 3.328 -4.923 1.25 0.83 -1.13
C 0.205 -2.585 0.961 1.73 0.31 0.71
C 0.572 -1.058 0.791 -3.52 -0.69 -0.55
C -0.921 -0.423 0.649 0.50 0.05 0.53
C -0.845 1.059 0.603 1.26 0.73 0.56
C -0.015 1.558 1.791 -1.14 0.18 0.30
C 1.403 0.972 2.091 -2.17 2.00 0.90
N 1.284 -0.517 2.020 -1.79 0.70 -0.93
O 2.501 -1.164 2.227 1.03 0.13 -0.73
C 2.345 1.720 1.135 1.52 -0.60 0.16
C 1.604 1.476 3.587 1.30 -1.11 -0.08
C 1.143 -0.876 -0.623 1.16 0.41 1.02
H -0.389 -2.796 1.850 0.15 0.28 0.21
H 1.169 -3.087 1.048 0.09 -0.43 0.33
H -0.288 -3.133 0.158 -0.13 0.94 -0.45
H -1.447 -0.645 -0.279 0.61 -0.98 -0.34
H -1.633 -0.762 1.403 0.41 -0.12 0.55
H -1.820 1.544 0.594 -0.02 -0.03 0.06
H -0.339 1.285 -0.336 -0.05 0.51 -0.15
H -0.650 1.460 2.672 -0.11 -0.73 0.12
H 0.025 2.647 1.755 0.67 0.29 -0.31
H 1.880 2.230 0.291 -0.26 -0.68 -0.31
H 2.970 2.514 1.543 -0.38 0.04 0.83
H 3.148 1.036 0.860 -0.12 -0.13 -0.75
H 0.777 1.365 4.289 -0.43 -0.49 -0.47
H 2.418 0.908 4.037 0.12 -0.12 0.04
H 1.924 2.508 3.737 0.00 0.23 -0.81
H 0.392 -1.300 -1.289 0.48 -0.09 -0.33
H 2.144 -1.302 -0.686 -0.12 -0.61 -0.32
H 1.354 0.170 -0.848 -0.39 0.14 0.03
H 2.396 -1.713 3.008 -0.30 -0.05 0.32
C -2.608 -1.759 -3.728 -1.35 -0.61 -0.19
C -1.640 -1.845 -4.947 -2.73 0.79 1.39
C -0.684 -0.579 -4.828 1.22 -1.80 -0.65
C 0.434 -0.715 -5.890 -0.31 -1.99 -0.58
C 1.166 -2.138 -5.838 -2.14 0.84 0.53
C 0.129 -3.357 -5.738 1.59 -1.90 -0.50
N -0.944 -3.106 -4.759 2.28 0.80 -0.01
O -1.758 -4.238 -4.475 -0.87 0.66 -1.81
C -0.278 -3.854 -7.205 -0.34 0.79 0.96
C 0.936 -4.540 -5.136 0.31 0.04 0.59
C -2.553 -1.771 -6.215 0.46 -0.52 0.36
H -3.376 -2.532 -3.716 0.26 -0.78 -0.69
H -3.332 -0.945 -3.778 0.80 0.95 0.21
H -2.197 -1.952 -2.737 0.64 0.77 -0.03
H -1.182 0.382 -4.948 -0.53 -0.27 0.03
H -0.242 -0.630 -3.833 -0.07 0.04 0.11
H 1.150 0.100 -5.999 0.04 0.02 0.45
H -0.080 -0.767 -6.850 -0.11 0.37 -0.25
H 1.847 -2.158 -4.988 0.06 -0.16 0.00
H 1.694 -2.276 -6.782 0.26 -0.06 0.20
H -0.112 -3.034 -7.904 -0.44 -0.03 -0.20
H 0.281 -4.708 -7.588 0.40 0.08 0.42
H -1.314 -4.193 -7.185 -0.11 0.28 -0.17
H 0.476 -5.522 -5.247 -0.31 0.10 -0.22
H 1.956 -4.647 -5.505 -0.04 0.25 -0.48
H 1.061 -4.386 -4.064 -0.07 0.14 0.20
H -3.191 -2.652 -6.287 0.02 -0.19 0.32
H -1.971 -1.798 -7.137 -0.09 0.52 -0.04
H -3.234 -0.924 -6.133 0.29 0.26 -0.27
H -1.394 -4.775 -3.767 0.66 0.60 0.24
C -3.130 9.371 -0.179 0.81 -0.31 0.72
C -2.894 8.877 1.298 -1.23 -1.39 -3.49
C -4.091 7.915 1.515 1.61 -2.24 0.86
C -3.788 6.451 1.009 -0.52 0.46 0.96
C -2.431 5.915 1.567 -1.26 0.61 -0.96
C -1.261 6.829 1.147 1.98 -1.21 1.37
N -1.616 8.229 1.470 0.39 -1.91 1.00
O -0.551 9.077 1.166 0.20 0.35 -0.64
C -0.007 6.417 2.083 -0.44 0.23 0.03
C -0.766 6.530 -0.277 -1.38 0.03 -0.67
C -2.957 9.982 2.224 -0.03 2.82 1.47
H -4.175 9.680 -0.219 0.27 0.46 -0.46
H -2.384 10.120 -0.443 -0.39 0.40 0.01
H -2.951 8.556 -0.881 -0.28 -0.20 0.05
H -4.156 7.737 2.589 -0.38 0.37 0.30
H -5.048 8.277 1.140 0.28 0.24 0.01
H -4.539 5.790 1.441 -0.28 0.07 0.22
H -4.014 6.336 -0.052 0.87 0.11 -0.32
H -2.399 4.855 1.314 0.83 0.03 -0.84
H -2.511 5.780 2.646 0.01 0.87 0.32
H 0.266 5.363 2.140 -0.74 -0.52 -0.64
H -0.189 6.642 3.134 -0.13 0.57 0.04
H 0.957 6.826 1.780 -0.24 0.69 -0.11
H -1.641 6.451 -0.922 -0.22 -0.01 -0.25
H -0.304 5.544 -0.333 0.23 0.08 0.19
H -0.144 7.279 -0.767 0.25 0.08 0.55
H -3.886 10.549 2.173 -0.48 -0.48 0.23
H -2.720 9.683 3.245 -0.35 -0.13 0.10
H -2.268 10.795 1.997 0.53 -0.23 -0.24
H -0.165 9.310 2.013 0.07 0.01 0.18
C -4.372 -1.929 -0.574 -0.60 -0.34 -1.39
C -5.393 -1.712 0.542 -1.75 0.71 -1.20
C -6.827 -1.320 -0.197 3.02 -1.02 0.30
C -7.880 -1.118 0.809 0.33 -1.40 0.84
C -8.041 -2.473 1.580 -1.26 0.46 -0.23
C -6.785 -3.227 2.134 -0.94 0.27 -0.97
N -5.613 -2.977 1.281 -1.71 -0.02 -1.95
O -4.519 -3.454 1.959 1.11 0.37 0.14
C -6.520 -2.826 3.583 -0.93 0.89 -0.17
C -7.046 -4.724 2.078 0.19 -2.29 -0.36
C -4.949 -0.531 1.384 -0.32 -0.18 1.24
H -4.717 -1.488 -1.509 -0.23 1.01 0.05
H -4.432 -2.938 -0.983 0.64 -0.57 0.84
H -3.362 -1.537 -0.456 -0.03 -0.45 0.50
H -6.702 -0.450 -0.842 0.42 0.20 0.16
H -7.059 -2.140 -0.876 -0.12 -0.24 0.04
H -8.743 -0.822 0.212 -0.60 0.05 0.85
H -7.544 -0.377 1.533 -0.45 0.44 -0.19
H -8.667 -3.134 0.979 0.54 -0.30 -0.58
H -8.764 -2.308 2.379 0.31 0.13 0.57
H -7.474 -2.744 4.105 0.00 -0.78 0.26
H -5.812 -3.497 4.069 -0.14 0.35 0.30
H -6.254 -1.769 3.575 0.80 -0.06 0.24
H -6.285 -5.355 2.538 0.32 0.58 0.85
H -7.983 -5.160 2.426 -0.35 0.85 0.62
H -6.978 -5.244 1.122 -0.11 1.07 -0.94
H -5.537 -0.407 2.294 -0.28 -0.19 0.04
H -5.080 0.437 0.901 0.68 -0.09 -0.42
H -3.960 -0.759 1.780 0.35 0.59 -0.30
H -4.599 -2.921 2.754 1.18 -0.09 0.83
```
Forces are in eV/Å.

The total energy is -5676.12600 Ha. For the HOMO energy, the calculation gives -8.011 eV. As for the net charge: 0. The multiplicity is 1. Its HOMO-LUMO gap is 0.2939 Eh. The largest force on an atom comes out at 8.56 eV Å⁻¹.

Mulliken atomic charge list, values in e, 5 entries: atom 1 (C): 0.60, atom 2 (O): -0.76, atom 3 (N): 0.02, atom 4 (N): -0.30, atom 5 (H): 0.16